[1]
The following is a DFT calculation (ωB97M-V with the def2-TZVPD basis set) of a cluster of 2 separate species, C2H2NO2S2 in total at a distorted geometry.

Each line ends with the Löwdin charge.
Element x y z (Å)
C1 0.5114 -0.9503 0.1325  -1.165
C2 -1.5539 0.6479 -0.3955  -0.906
N1 1.1774 0.2576 0.4698  0.006
O1 -0.7825 1.3476 -0.9200  0.004
O2 -0.7399 -1.0756 0.1371  -0.173
S1 -2.9895 0.6020 0.3191  0.620
S2 1.5376 -2.1154 -0.3034  0.505
H1 0.6541 1.1107 0.0869  0.076
H2 2.1854 0.1756 0.4736  0.034

Kohn-Sham gap	7.12	eV
E	-29363.587	eV
charge	-1
energy above the lowest of the compared OMol25 structures with the same formula, charge and spin	70.4	kJ/mol
strongest force on any atom	3.696	eV Å⁻¹

***

[2]
The following is a DFT calculation (ωB97M-V with the def2-TZVPD basis set) of a structure of composition C23H22O5PS2Zr.

Each line ends with the Löwdin charge.
Element x y z (Å)
Zr1 -0.6189 -0.2065 -0.2017  1.393
C1 -2.6887 -6.0813 2.7645  -0.041
O1 -2.9560 -6.1969 1.3672  -0.037
C2 -2.5273 -5.2378 0.5525  -0.256
C3 -2.8267 -5.4324 -0.8183  0.024
C4 -2.4281 -4.5069 -1.7267  0.002
C5 -1.7322 -3.3284 -1.3421  -0.099
C6 -1.3151 -2.3848 -2.3177  -0.308
C7 -1.4693 -2.6450 -3.7825  0.017
O2 -0.7765 -1.2752 -2.0047  -0.154
C8 -1.4361 -3.1558 0.0398  -0.278
O3 -0.7667 -2.1002 0.4785  -0.245
C9 -1.8333 -4.1130 0.9698  0.071
H1 -3.1263 -6.9615 3.2225  0.100
H2 -3.1540 -5.1837 3.1740  0.101
H3 -1.6145 -6.0649 2.9529  0.102
H4 -3.3666 -6.3231 -1.1058  0.130
H5 -2.6601 -4.6658 -2.7704  0.119
H6 -0.9990 -3.5870 -4.0630  0.105
H7 -1.0208 -1.8281 -4.3395  0.097
H8 -2.5281 -2.7125 -4.0379  0.107
H9 -1.5701 -3.9449 2.0030  0.123
S1 1.8660 0.0581 0.3956  0.292
P1 1.6555 2.0121 -0.1843  0.198
S2 -0.1303 2.2246 -1.1143  0.307
C10 1.7449 3.0711 1.2705  -0.387
C11 2.8827 2.9818 2.0717  -0.088
C12 3.0030 3.7982 3.1820  -0.061
C13 1.9932 4.7022 3.4909  -0.061
C14 0.8640 4.7898 2.6921  -0.064
C15 0.7341 3.9736 1.5768  -0.096
C16 3.0152 2.4707 -1.2653  -0.388
C17 4.2289 1.7934 -1.2119  -0.101
C18 5.2862 2.2295 -1.9959  -0.063
C19 5.1293 3.3299 -2.8257  -0.060
C20 3.9148 4.0012 -2.8800  -0.061
C21 2.8531 3.5749 -2.0997  -0.090
H10 3.6697 2.2764 1.8319  0.105
H11 3.8835 3.7312 3.8065  0.112
H12 2.0903 5.3407 4.3589  0.112
H13 0.0805 5.4953 2.9337  0.111
H14 -0.1463 4.0387 0.9516  0.073
H15 4.3453 0.9244 -0.5768  0.079
H16 6.2311 1.7043 -1.9621  0.112
H17 5.9560 3.6639 -3.4384  0.112
H18 3.7930 4.8546 -3.5331  0.113
H19 1.9020 4.0910 -2.1449  0.094
C22 -4.5480 1.2178 1.3812  -0.003
O4 -3.1397 1.1088 1.7357  -0.037
C23 -2.3524 0.5739 0.8664  -0.494
O5 -2.7610 0.1575 -0.2582  -0.139
H20 -5.0194 1.6941 2.2323  0.099
H21 -4.9586 0.2260 1.2118  0.099
H22 -4.6520 1.8256 0.4864  0.100

Kohn-Sham gap	8.20	eV
E	-66684.732	eV
charge	+1
energy above the lowest of the compared OMol25 structures with the same formula, charge and spin	0.0	kJ/mol
strongest force on any atom	0.876	eV Å⁻¹

***

[3]
The following is a DFT calculation (ωB97M-V with the def2-TZVPD basis set) of a structure of composition C35H57BeN2O2P2 at a distorted geometry.

Each line ends with the Löwdin charge.
Element x y z (Å)
C1 -1.6018 -1.6594 -1.7916  -0.266
C2 0.6908 -1.5208 -2.1675  -0.228
C3 -1.7254 -2.7059 -2.6965  0.001
C4 0.6617 -2.6451 -2.9958  0.006
C5 -0.5768 -3.2149 -3.2938  -0.014
H1 -2.7187 -3.0440 -2.9597  0.125
H2 1.5720 -2.9805 -3.4920  0.125
H3 -0.6675 -4.0057 -4.0334  0.123
N1 -0.3869 -1.2440 -1.3822  0.079
P1 -2.6067 0.0869 0.2140  1.192
P2 2.7012 -0.1198 -0.4471  1.279
C6 -2.7350 -0.7110 -1.4690  -0.241
H4 -2.7033 0.1342 -2.1925  0.111
H5 -3.6961 -1.2161 -1.5946  0.070
C7 1.1907 0.6431 0.4539  -0.385
O1 1.1009 1.4005 1.3991  -0.016
C8 1.6754 -0.4028 -2.2883  -0.166
H6 2.4608 -0.6745 -2.9901  0.107
C9 4.1523 1.0523 -0.9848  -0.598
C10 3.1975 -1.3050 0.9580  -0.638
C11 -3.2551 1.8707 0.1005  -0.685
C12 -3.9279 -1.0038 1.0848  -0.654
C13 3.6599 2.4489 -0.5698  -0.076
H7 3.3975 2.4719 0.4977  0.086
H8 4.4857 3.1644 -0.7369  0.100
H9 2.7898 2.7658 -1.1598  0.062
C14 5.5452 0.8174 -0.3581  -0.091
H10 5.5369 0.7544 0.7330  0.060
H11 6.0535 -0.0673 -0.7646  0.078
H12 6.1537 1.6952 -0.6364  0.100
C15 4.4323 0.9861 -2.4979  -0.078
H13 5.0574 1.8484 -2.7702  0.106
H14 4.9868 0.0721 -2.7495  0.093
H15 3.5422 1.0319 -3.1277  0.046
C16 3.6585 -0.5047 2.1915  -0.053
H16 2.8529 0.1006 2.6226  0.082
H17 4.0211 -1.2101 2.9597  0.107
H18 4.4985 0.1554 1.9524  0.057
C17 1.9851 -2.1810 1.3204  -0.085
H19 1.1353 -1.6038 1.7099  0.069
H20 1.6488 -2.7569 0.4482  0.081
H21 2.2877 -2.9125 2.0917  0.099
C18 4.3368 -2.2213 0.4714  -0.081
H22 5.2309 -1.6517 0.1889  0.059
H23 4.6130 -2.9152 1.2830  0.099
H24 4.0233 -2.8163 -0.3986  0.087
C19 -4.2919 -0.3794 2.4378  -0.091
H25 -4.9242 -1.0914 2.9912  0.099
H26 -3.3969 -0.1884 3.0424  0.056
H27 -4.8747 0.5457 2.3465  0.069
C20 -3.2302 -2.3488 1.3161  -0.090
H28 -2.9380 -2.8343 0.3763  0.076
H29 -2.3400 -2.2266 1.9457  0.055
H30 -3.9228 -3.0245 1.8364  0.100
C21 -5.2282 -1.2700 0.3024  -0.083
H31 -5.9099 -1.8016 0.9825  0.099
H32 -5.7455 -0.3650 -0.0267  0.063
H33 -5.0853 -1.9224 -0.5657  0.073
C22 -2.5728 2.6449 -1.0515  -0.099
H34 -3.0475 2.4261 -2.0181  0.083
H35 -2.6714 3.7267 -0.8580  0.095
H36 -1.4975 2.4228 -1.1534  0.033
C23 -2.8898 2.5517 1.4344  -0.092
H37 -1.8100 2.4904 1.6277  0.077
H38 -3.1760 3.6122 1.3785  0.094
H39 -3.4172 2.1077 2.2873  0.064
C24 -4.7689 1.9156 -0.1225  -0.100
H40 -5.0544 1.4419 -1.0710  0.086
H41 -5.3341 1.4575 0.6952  0.056
H42 -5.0778 2.9713 -0.1729  0.098
Be1 -0.2532 0.2202 -0.5988  0.033
N2 0.1673 1.3263 -1.6895  0.096
C25 1.0085 0.8769 -2.5540  -0.346
C26 1.3034 1.7373 -3.7704  -0.188
C27 1.4415 3.1217 -3.5737  -0.038
C28 1.3187 1.2087 -5.0728  -0.035
C29 1.5370 3.9664 -4.6819  -0.063
H43 1.4412 3.5338 -2.5613  0.105
C30 1.3901 2.0668 -6.1755  -0.074
H44 1.2125 0.1301 -5.2076  0.112
C31 1.4537 3.4479 -5.9820  -0.075
H45 1.6448 5.0388 -4.5281  0.108
H46 1.3451 1.6519 -7.1795  0.106
H47 1.4222 4.1188 -6.8371  0.107
C32 -1.9466 -0.0447 5.4666  -0.072
C33 -0.8481 -0.0433 4.4211  -0.261
O2 -0.8828 -1.1498 3.4997  -0.222
C34 -0.7874 -2.4525 4.1086  -0.276
C35 0.3727 -2.6308 5.0686  -0.077
H48 -2.9255 -0.3303 5.0681  0.066
H49 -2.0344 0.9618 5.8840  0.085
H50 -1.6963 -0.7186 6.2923  0.073
H51 -0.9138 0.8354 3.7669  0.111
H52 0.1353 -0.0399 4.9187  0.114
H53 -1.7379 -2.6796 4.6247  0.121
H54 -0.6887 -3.1421 3.2597  0.111
H55 1.3214 -2.3126 4.6223  0.073
H56 0.2146 -2.0758 5.9982  0.072
H57 0.4548 -3.6910 5.3193  0.084

Kohn-Sham gap	6.69	eV
E	-63268.181	eV
charge	+1
energy above the lowest of the compared OMol25 structures with the same formula, charge and spin	100.1	kJ/mol
strongest force on any atom	3.649	eV Å⁻¹